Here is C37H51AsIrN2OS3Si2 as an isolated structure from the OMol25 dataset. Energies are from wB97M-V/def2-TZVPD.

```
98
Properties=species:S:1:pos:R:3:forces:R:3
Ir -0.6579 -0.6552 -0.9045 -1.373 1.766 0.015
C 6.2317 -2.3813 -0.9180 -0.124 0.415 0.050
C 5.4888 -1.1528 -0.3274 1.499 0.172 0.830
C 5.9889 0.1284 -1.0231 0.303 0.106 0.204
C 5.9552 -1.1330 1.1633 0.359 0.331 -0.317
C 4.0156 -1.2220 -0.4848 -0.901 -0.477 0.105
C 3.4415 -1.0868 -1.7534 0.782 0.002 0.042
C 2.0801 -1.1846 -1.9225 0.702 -0.358 0.839
N 1.2934 -1.3158 -0.8485 0.642 -1.317 -0.411
C 1.7795 -1.4131 0.4062 2.533 0.883 -2.412
C 3.1641 -1.4189 0.5948 -0.518 -0.137 0.076
C 0.8520 -1.2619 1.4575 -2.711 0.129 2.561
C 1.1667 -1.1923 2.8269 0.146 -0.040 -0.815
C 0.1607 -1.2365 3.7885 0.431 -0.358 -0.260
C -1.1608 -1.3440 3.3190 -0.094 -0.380 1.287
C -1.4449 -1.2648 1.9853 0.938 0.309 -0.290
N -0.4477 -1.1571 1.0782 -0.115 -1.421 1.744
C 0.4733 -1.1610 5.2761 -0.554 0.264 0.953
C -0.3341 0.0483 5.8236 -0.196 -0.063 0.055
C -0.0205 -2.3843 6.0960 -0.681 0.044 -0.134
C 1.9581 -0.9216 5.6199 -0.260 -0.602 -0.475
H 7.2944 -2.2862 -0.6460 -0.341 -0.119 -0.273
H 6.1391 -2.4861 -1.9989 -0.028 0.147 -0.032
H 5.8386 -3.2796 -0.4609 -0.008 -0.336 0.112
H 7.0326 0.3077 -0.7460 -0.086 -0.080 -0.191
H 5.4322 1.0279 -0.7536 -0.133 -0.126 0.214
H 5.9232 0.0381 -2.1029 0.159 -0.027 -0.157
H 7.0577 -1.0252 1.1418 -0.604 -0.012 0.182
H 5.7326 -2.0480 1.7130 -0.032 -0.195 -0.234
H 5.5461 -0.3179 1.7641 -0.025 0.192 -0.241
H 4.1466 -0.9085 -2.5628 -0.581 -0.137 -0.184
H 1.6180 -1.1847 -2.8937 -0.217 0.131 -0.093
H 3.5364 -1.5547 1.6000 0.164 0.095 -0.123
H 2.2176 -1.0740 3.0716 -0.271 -0.206 0.289
H -1.9559 -1.5194 4.0544 0.214 0.286 -0.477
H -2.4614 -1.2690 1.6141 0.075 0.083 -0.123
H -1.4003 -0.1862 5.9609 0.317 0.024 -0.178
H -0.2621 0.9378 5.2043 0.093 0.055 -0.252
H 0.0558 0.3180 6.7952 0.065 0.022 0.372
H -1.1323 -2.4556 6.0607 0.717 0.044 0.114
H 0.2891 -2.2775 7.1577 -0.249 0.020 -0.679
H 0.3591 -3.3324 5.7256 0.242 -0.081 -0.079
H 2.2503 0.0268 5.1597 0.372 -0.103 0.201
H 2.6048 -1.7602 5.2530 -0.425 0.749 0.339
H 2.0274 -0.8639 6.7218 0.190 0.070 -0.629
C -5.0063 -3.2960 -3.0363 0.185 -0.230 0.039
Si -4.6341 -2.4496 -1.4045 0.082 0.288 -0.047
C -4.2750 -3.6543 -0.0232 0.265 -0.097 -0.372
C -5.9252 -1.1844 -0.8465 0.563 0.208 -0.399
As -2.6165 -1.2989 -1.9754 -1.003 -0.880 -1.130
Si -3.0405 -0.1481 -3.9862 -0.619 0.092 -0.863
C -2.0440 1.4111 -4.0705 0.595 -0.284 0.863
C -4.8652 0.3671 -4.1286 0.617 -0.296 0.415
C -2.5735 -1.3406 -5.3789 -0.471 -0.078 0.362
H -5.9360 -3.8542 -2.9475 -0.222 -0.038 -0.042
H -4.2271 -4.0290 -3.2945 -0.116 0.239 0.164
H -5.0964 -2.6088 -3.8821 -0.048 -0.018 0.191
H -5.1715 -4.1830 0.2728 -0.293 -0.302 -0.103
H -3.9315 -3.1694 0.8708 0.190 0.535 0.482
H -3.4900 -4.3682 -0.2812 -0.168 -0.082 -0.157
H -6.8351 -1.6490 -0.4883 -0.156 -0.249 0.223
H -6.2211 -0.5079 -1.6559 0.157 -0.100 0.088
H -5.4879 -0.5669 -0.0513 -0.176 -0.142 -0.044
H -2.3282 2.0476 -3.2325 -0.084 0.131 0.006
H -2.2117 1.9526 -4.9810 -0.248 0.268 -0.592
H -0.9637 1.2609 -3.9740 -0.048 -0.089 -0.022
H -5.0049 1.2261 -3.4817 -0.083 0.282 0.141
H -5.5278 -0.4081 -3.7629 -0.220 -0.165 -0.118
H -5.1614 0.6494 -5.1345 0.082 -0.036 -0.187
H -1.6391 -1.8561 -5.1971 0.237 -0.135 0.134
H -2.4450 -0.7639 -6.2883 -0.070 0.159 -0.269
H -3.3522 -2.0986 -5.5559 0.237 0.236 0.065
O 0.3573 0.9581 -0.3910 -0.815 1.033 -0.006
C -0.1053 2.2859 -0.3497 0.588 0.950 -0.283
C 0.7466 2.9302 0.7571 0.748 0.483 0.262
C 1.9711 3.5473 0.6360 -0.474 -0.392 0.127
C 2.6796 3.6594 1.8645 -0.718 -0.161 0.534
C 1.9527 3.1830 2.9359 0.645 0.361 -0.611
S 0.3753 2.7175 2.4578 0.230 -0.776 -0.723
C 0.2706 2.8754 -1.7327 1.055 -0.540 0.431
C 1.3860 2.4301 -2.4081 -0.915 0.199 -0.146
C 1.6418 3.1654 -3.6091 -0.639 0.234 0.841
C 0.8111 4.2485 -3.7194 -0.452 -0.724 0.417
S -0.4580 4.2247 -2.4923 1.423 0.360 -0.871
C -1.5460 2.7013 -0.0616 -0.180 0.949 -0.085
C -1.7943 4.0695 0.0510 -0.113 -1.287 0.341
C -3.1636 4.3637 0.2241 0.377 -0.611 0.076
C -3.9341 3.2451 0.1972 -1.178 0.313 -0.060
S -3.0331 1.8025 -0.0002 0.826 0.433 -0.159
H 2.3743 3.9238 -0.2911 -0.012 -0.249 -0.194
H 3.6593 4.1091 1.9147 0.087 -0.132 0.210
H 2.2950 3.0425 3.9562 -0.251 0.356 -0.131
H 1.9669 1.6065 -2.0137 0.001 0.053 -0.229
H 2.3522 2.8448 -4.3467 0.456 0.329 -0.098
H 0.8871 5.0376 -4.4454 -0.382 -0.003 -0.225
H -1.0354 4.8434 0.0175 0.009 -0.310 0.203
H -3.4904 5.3552 0.4440 -0.492 0.390 -0.158
H -5.0288 3.2330 0.2333 0.573 -0.237 0.180
```
Positions in Å, forces in eV/Å.

Results
Frontier orbital gap (spin up / spin down) (eV): 5.995 / 6.155
Spin multiplicity: 5
Charge: +1

Okay, here come the Löwdin numbers, in e, for every atom: 1.021, -0.028, -0.541, -0.037, -0.059, -0.146, 0.025, -0.093, -0.096, -0.199, 0.090, -0.194, 0.080, -0.127, 0.015, -0.084, -0.084, -0.537, -0.043, -0.040, -0.053, 0.095, 0.086, 0.087, 0.093, 0.094, 0.075, 0.093, 0.084, 0.088, 0.123, 0.118, 0.108, 0.111, 0.130, 0.101, 0.089, 0.073, 0.085, 0.086, 0.099, 0.084, 0.083, 0.102, 0.094, -0.226, 0.295, -0.217, -0.203, 0.662, 0.256, -0.231, -0.201, -0.216, 0.036, 0.044, 0.007, 0.036, 0.002, 0.038, 0.032, 0.018, 0.019, 0.005, 0.039, 0.026, 0.027, -0.011, 0.039, 0.017, 0.029, 0.028, -0.343, -0.547, -0.430, -0.109, -0.170, -0.412, 1.034, -0.480, -0.132, -0.165, -0.347, 1.070, -0.500, -0.196, -0.160, -0.407, 0.962, 0.115, 0.101, 0.064, 0.098, 0.097, 0.063, 0.106, 0.108, 0.079



Here is C37H51N5O4RhS4Si as an isolated structure from the OMol25 dataset. Energies are from wB97M-V/def2-TZVPD.

```
103
Properties=species:S:1:pos:R:3:forces:R:3
Rh 0.0639 -0.1775 0.6121 0.145 1.270 0.477
C -4.2639 0.8325 0.7284 0.136 0.126 -0.074
C -2.9731 0.1674 1.1293 0.055 1.134 -0.099
N -1.8563 0.8233 1.0463 0.525 -1.417 0.102
N -1.8526 2.1086 0.6112 -0.546 1.041 -0.232
C -0.7277 2.6446 0.3055 -0.582 -0.422 0.302
S 0.8388 1.8807 0.2560 0.252 -0.784 0.765
S -0.6501 4.3390 -0.0964 -0.127 0.652 -0.245
C -2.3373 4.6527 -0.7564 0.451 -0.227 0.341
C -2.4004 4.3740 -2.2236 -0.241 -0.246 0.074
C -2.0915 5.4217 -3.1134 0.047 -0.065 0.158
C -2.1971 5.2131 -4.4919 -0.128 0.018 -0.584
C -2.5715 4.0137 -5.0079 0.024 0.110 -0.154
C -2.7973 2.8229 -4.1496 0.515 -0.482 -0.137
C -2.7515 3.1497 -2.7037 -0.092 0.195 0.238
C -3.0367 -1.2082 1.5886 0.485 -0.751 0.004
C -4.2345 -1.6465 2.1680 -0.003 0.031 0.017
C -4.4800 -2.9605 2.4943 -0.402 0.053 0.158
C -3.5269 -3.9263 2.1884 0.084 0.077 -0.042
C -2.3407 -3.5453 1.6231 0.141 0.023 -0.013
C -2.0079 -2.1889 1.3454 -0.863 -0.123 0.580
O -0.8265 -1.9780 0.9013 0.587 -0.270 -0.210
H -4.0352 1.7018 0.1183 -0.123 0.007 0.027
H -4.8029 1.1727 1.6141 -0.099 -0.005 0.000
H -4.8772 0.1356 0.1629 -0.040 -0.043 0.071
H -2.5342 5.7060 -0.5559 -0.070 -0.063 0.086
H -2.9957 4.0151 -0.1716 -0.123 0.112 -0.024
H -1.7943 6.3806 -2.7220 0.049 0.167 0.028
H -2.0018 6.0432 -5.1605 0.031 -0.016 -0.057
H -2.6459 3.8716 -6.0776 -0.026 0.099 -0.088
H -3.7541 2.3297 -4.3797 -0.004 0.093 -0.006
H -3.0081 2.3479 -2.0277 -0.018 -0.028 0.246
H -5.0007 -0.9160 2.3910 -0.046 0.042 -0.053
H -5.4158 -3.2410 2.9584 -0.045 0.028 0.029
H -3.7239 -4.9711 2.4005 0.044 -0.007 -0.014
H -1.5856 -4.2803 1.3837 0.118 -0.013 -0.052
O -0.0502 1.8506 -2.1169 -0.282 -0.289 -0.900
C -0.7382 0.8367 -2.2813 0.645 0.610 0.351
N -0.8109 -0.2045 -1.4388 -0.674 -0.933 -0.235
S -1.8668 -1.3440 -1.9907 0.225 -0.120 0.168
O -3.0805 -1.3850 -1.2127 -0.019 0.217 -0.330
O -1.2128 -2.6099 -2.2010 -0.020 0.180 -0.258
C -2.2128 -0.5287 -3.5487 0.751 0.541 0.902
C -2.8855 -0.9626 -4.6726 -0.219 -0.222 -0.160
C -2.7648 -0.1539 -5.8319 0.068 0.079 -0.274
C -2.1346 1.0470 -5.8110 -0.154 0.066 -0.166
C -1.6938 1.6978 -4.5433 -0.202 0.225 0.252
C -1.5646 0.6719 -3.4773 -0.589 -0.134 -0.854
H -3.4006 -1.9083 -4.6947 -0.042 -0.124 -0.020
H -3.1509 -0.5376 -6.7674 -0.018 0.015 -0.056
H -2.0238 1.6201 -6.7215 -0.051 -0.038 -0.121
H -0.7536 2.2508 -4.6507 -0.037 -0.105 0.034
C -0.5433 -1.2482 3.9417 0.582 0.460 -0.558
Si 0.7420 -0.2073 2.9001 0.144 -0.586 0.874
C 2.4284 -1.2717 2.9921 -0.342 0.458 0.032
C 2.1773 -2.5546 2.2018 -0.300 0.226 -0.055
C 3.5839 -0.5266 2.3270 -0.302 0.113 0.080
C 2.8372 -1.6467 4.4139 -0.091 0.160 -0.149
C 0.8108 1.4891 3.9683 0.131 -0.264 -0.354
C 1.7557 2.5402 3.3955 -0.079 -0.134 -0.101
C 1.2352 1.2684 5.4215 0.005 -0.210 -0.213
C -0.5985 2.0816 3.9809 0.064 -0.225 -0.201
H -0.3272 -1.2544 5.0058 0.151 0.088 0.214
H -0.5653 -2.2781 3.6035 0.026 -0.210 -0.107
H -1.5488 -0.8599 3.8092 -0.144 0.097 -0.037
H 1.8996 -2.3133 1.1741 -0.012 -0.121 -0.087
H 1.3616 -3.1252 2.6421 -0.091 -0.159 -0.042
H 3.0720 -3.1824 2.1895 0.179 -0.065 0.023
H 3.2920 -0.2009 1.3310 0.060 0.041 -0.178
H 4.4607 -1.1737 2.2438 0.156 -0.110 -0.040
H 3.8684 0.3535 2.8997 0.104 0.131 0.082
H 2.0079 -2.0749 4.9672 -0.157 -0.137 0.176
H 3.1979 -0.7762 4.9549 0.053 0.060 0.158
H 3.6447 -2.3831 4.3885 0.130 -0.103 0.015
H 2.7829 2.1871 3.3919 0.229 -0.006 -0.023
H 1.7128 3.4520 3.9958 0.000 0.135 0.121
H 1.4872 2.7973 2.3752 0.066 0.139 0.011
H 2.2985 1.0581 5.4861 0.167 -0.070 0.093
H 0.6923 0.4547 5.8899 -0.091 -0.167 0.163
H 1.0437 2.1760 5.9987 -0.024 0.135 0.065
H -0.9516 2.2553 2.9705 -0.162 0.065 -0.129
H -0.6091 3.0386 4.5062 0.061 0.141 0.128
H -1.2980 1.4148 4.4767 -0.197 -0.092 0.077
C 1.7673 -3.3323 -1.9306 -0.414 0.064 -0.161
N 3.1553 -2.9786 -1.7537 0.306 0.178 0.052
C 4.0109 -4.0965 -1.4349 0.217 -0.126 -0.043
C 3.5367 -1.6902 -1.5849 -0.156 0.150 -0.016
S 2.4459 -0.4623 -1.3231 0.013 0.024 -0.096
N 4.9003 -1.4396 -1.6433 -0.117 -0.072 0.021
C 5.6415 -1.9024 -2.8036 0.071 -0.174 0.043
C 5.3456 -0.1297 -1.2133 0.031 0.117 0.184
H 1.6959 -4.1161 -2.6865 0.010 -0.093 -0.007
H 1.1829 -2.4773 -2.2550 0.093 -0.053 0.015
H 1.3187 -3.6942 -1.0043 -0.009 0.015 0.118
H 3.5022 -4.7382 -0.7117 -0.001 0.006 0.030
H 4.9454 -3.7486 -0.9991 -0.032 -0.031 -0.029
H 4.2234 -4.6987 -2.3259 0.047 -0.013 0.057
H 5.1767 -2.7838 -3.2345 0.040 -0.016 -0.011
H 6.6660 -2.1413 -2.5066 -0.011 -0.052 -0.095
H 5.6812 -1.1238 -3.5749 -0.045 0.026 0.004
H 4.8649 0.1317 -0.2749 0.072 0.018 -0.013
H 5.1033 0.6512 -1.9417 -0.004 -0.020 -0.034
H 6.4255 -0.1676 -1.0697 0.081 -0.025 -0.011
```
Positions in Å, forces in eV/Å.

Results
Frontier orbital gap (spin up / spin down) (eV): 6.308 / 5.229
Spin multiplicity: 5
Charge: -1

Löwdin population analysis, charges in e, atoms 1 to 99: 0.617, -0.021, -0.257, -0.048, -0.048, -1.008, 0.690, 0.917, -0.392, -0.301, -0.039, -0.097, -0.050, -0.219, 0.016, -0.148, -0.061, -0.122, -0.105, -0.022, -0.400, -0.236, 0.050, 0.086, 0.085, 0.072, 0.064, 0.104, 0.099, 0.099, 0.155, 0.116, 0.100, 0.084, 0.095, 0.111, -0.084, -0.569, -0.133, 0.674, -0.270, -0.296, -0.196, -0.024, -0.089, -0.040, -0.177, -0.097, 0.113, 0.100, 0.103, 0.160, -0.177, 0.732, -0.640, -0.125, -0.120, -0.107, -0.630, -0.132, -0.111, -0.110, 0.011, 0.014, 0.015, 0.037, 0.071, 0.076, 0.015, 0.081, 0.062, 0.068, 0.056, 0.075, 0.061, 0.080, -0.008, 0.059, 0.061, 0.077, 0.043, 0.080, 0.071, -0.088, -0.213, -0.068, -0.738, 0.750, -0.232, -0.073, -0.127, 0.093, 0.028, 0.096, 0.090, 0.087, 0.085, 0.073, 0.088



Calculated energy relative to the best compared isomer or geometry (same formula, charge and spin) (eV), listed in the same order as above: 0.000; 1.358
Calculated max |F| (eV Å⁻¹), listed in the same order as above: 3.732; 1.514